{
  "formula": "C2H2INO",
  "method": "ωB97M-V with the def2-TZVPD basis set",
  "species": ["C", "C", "N", "O", "I", "H", "H"],
  "xyz": [[-0.01, -0.28, 0.27], [-0.12, 1.10, 0.17], [-0.85, -1.18, 0.52], [0.03, 2.14, 0.70], [0.40, 0.99, -2.56], [1.12, -0.64, 0.27], [-0.57, -2.14, 0.63]],
  "e_homo_ha": [-0.3366, -0.3366],
  "molar_mass_g_mol": 182.9,
  "orbital_gap_ev": [7.35, 7.35],
  "largest_force_ev_per_a": 6.8,
  "total_energy_ha": -505.01101
}